Version w
Formula: H22O11
Source: OMol25
Level of theory: ωB97M-V with the def2-TZVPD basis set

Last column: Löwdin charge in e.
Positions of all 33 atoms, in Å:
O: -0.1162 -0.6963 0.1119  -0.044
H: 0.6404 -0.9307 0.6611  0.065
H: -0.2636 0.2371 0.3016  0.040
O: -1.9790 -2.6781 -0.4660  -0.060
H: -2.0913 -2.1060 -1.2335  -0.002
H: -2.6244 -3.3811 -0.6011  0.037
O: -1.4148 4.5155 1.0749  -0.058
H: -0.8501 5.2125 1.4275  0.040
H: -1.3211 4.5987 0.1193  0.025
O: 4.2742 -0.8601 1.8548  -0.062
H: 4.4423 -0.7176 2.7931  0.033
H: 4.8275 -0.2046 1.4152  0.031
O: 2.7125 -2.4099 -3.7169  -0.062
H: 2.0126 -2.2972 -3.0639  0.029
H: 3.5253 -2.3453 -3.2029  0.033
O: -2.2150 -0.2429 -2.5874  -0.050
H: -2.7643 -0.2232 -1.7956  0.037
H: -1.4860 -0.8281 -2.3525  0.017
O: 3.2548 2.0156 -1.4488  -0.084
H: 4.1638 2.3298 -1.3853  0.044
H: 2.8661 2.5609 -2.1420  0.044
O: -1.4761 -0.3689 2.6773  -0.054
H: -1.2549 -0.4819 1.7461  -0.012
H: -1.0015 0.4291 2.9359  0.032
O: -1.2552 -4.9105 0.4562  -0.065
H: -1.0314 -5.6767 0.9964  0.042
H: -2.1592 -4.6977 0.7140  0.027
O: -3.9067 1.1674 2.2078  -0.065
H: -3.2222 1.6137 2.7190  0.021
H: -4.1919 1.8303 1.5689  0.030
O: 1.6591 3.3356 -0.6655  -0.079
H: 1.4439 2.4386 -0.3860  0.040
H: 0.8024 3.7719 -0.7336  0.030

Properties
2S+1   1
Highest occupied orbital energy   -10.75 eV
Molecular weight   198.16 g/mol
SMILES   O.O.O.O.O.O.O.O.O.O.O



Version x
Formula: H22O11
Source: OMol25
Level of theory: ωB97M-V with the def2-TZVPD basis set

Last column: Löwdin charge in e.
Positions of all 33 atoms, in Å:
O: 16.0964 1.9175 14.2481  -0.042
H: 15.7242 1.2778 13.6269  0.028
H: 15.8234 1.6005 15.1151  0.051
O: 18.8309 1.4250 17.1588  -0.048
H: 18.9467 1.2938 18.1106  0.076
H: 17.8879 1.6062 17.0562  0.057
O: 16.4298 0.1281 12.0330  -0.061
H: 16.7660 -0.6161 11.5222  0.055
H: 17.1706 0.3702 12.6148  -0.004
O: 20.9016 2.1046 11.9351  -0.043
H: 21.5217 2.8320 12.0706  0.068
H: 20.2663 2.1839 12.6622  0.022
O: 21.3935 -0.1036 13.5570  -0.072
H: 21.3938 -0.8960 12.9978  0.040
H: 21.4441 0.6534 12.9336  0.019
O: 18.0323 3.1282 12.2009  -0.065
H: 17.3789 2.5814 11.7481  0.029
H: 17.8505 2.9894 13.1447  -0.023
O: 17.3074 -1.9076 15.6159  -0.070
H: 17.4515 -1.3678 14.8240  -0.001
H: 18.1871 -2.2064 15.8624  0.023
O: 20.5032 -2.7641 13.4010  -0.050
H: 20.4238 -2.1518 14.1459  0.024
H: 20.6616 -3.6228 13.8087  0.052
O: 21.4681 0.2978 16.8435  -0.062
H: 20.6544 0.7709 17.0693  -0.015
H: 21.3833 0.1444 15.8937  0.000
O: 18.7482 3.4370 14.9640  -0.038
H: 18.5146 3.1046 15.8395  0.015
H: 19.0869 4.3251 15.1233  0.067
O: 18.6032 0.2660 14.2007  -0.056
H: 18.3961 1.0827 14.6669  0.004
H: 19.5042 0.4052 13.8573  0.021

Properties
2S+1   1
Highest occupied orbital energy   -10.89 eV
Molecular weight   198.17 g/mol
SMILES   O.O.O.O.O.O.O.O.O.O.O



Which structure is most stable? version x, by 237.9 kJ/mol over the runner-up.



Version w
Formula: CH2Br2S
Source: OMol25
Level of theory: ωB97M-V with the def2-TZVPD basis set

Last column: Löwdin charge in e.
Positions of all 6 atoms, in Å:
C: -0.0575 0.7218 -0.1202  -1.383
S: 0.0397 -1.8676 1.0060  0.341
Br: 1.3797 0.7372 -1.1933  0.701
Br: -0.2811 1.9479 1.1713  0.704
H: -1.0061 0.5408 -0.6071  -0.022
H: -0.0746 -2.0802 -0.2567  -0.341

Properties
2S+1   1
Highest occupied orbital energy (spin up / spin down)   -9.41 / -8.83 eV
Molecular weight   205.90 g/mol



Version x
Formula: CH2Br2S
Source: OMol25
Level of theory: ωB97M-V with the def2-TZVPD basis set

Last column: Löwdin charge in e.
Positions of all 6 atoms, in Å:
C: 0.2581 2.1180 -0.9762  -0.755
S: -1.8679 1.3916 -1.5524  0.100
Br: 0.9803 1.1249 0.4216  0.625
Br: -2.3214 0.7379 0.5460  0.069
H: 0.5418 1.7007 -1.9695  -0.001
H: -0.0084 3.0917 -0.7868  -0.037

Properties
2S+1   1
Highest occupied orbital energy   -9.04 eV
Molecular weight   205.90 g/mol



Which structure is most stable? version x, by 132.0 kJ/mol over the runner-up.



Version w
Formula: C4H13N3O2
Source: OMol25
Level of theory: ωB97M-V with the def2-TZVPD basis set

Last column: Löwdin charge in e.
Positions of all 22 atoms, in Å:
C: -1.2661 -1.1203 1.3542  -0.008
C: -1.6029 0.2804 1.7416  -0.469
O: -2.8908 0.4519 2.1411  0.075
N: -0.7161 1.1809 1.6952  -0.031
N: -1.0345 2.5058 2.0170  0.002
H: -1.3608 -1.2275 0.2745  0.077
H: -0.2428 -1.3526 1.6311  0.086
H: -1.9577 -1.8011 1.8417  0.081
H: -3.1072 1.3936 2.1623  0.095
H: -1.5623 2.5979 2.8844  0.076
H: -0.1592 3.0111 2.0958  0.077
C: 2.2699 -0.9845 -2.7623  -0.090
C: 1.2574 -1.3631 -1.6875  -0.302
O: 0.3069 -0.3469 -1.4393  -0.242
N: 0.9375 0.7974 -0.8393  0.039
H: 2.9634 -1.8051 -2.9233  0.068
H: 2.8231 -0.1055 -2.4424  0.060
H: 1.7607 -0.7592 -3.6960  0.070
H: 0.6531 -2.2176 -2.0033  0.114
H: 1.7786 -1.6137 -0.7544  0.109
H: 0.6204 1.5944 -1.3877  0.083
H: 0.5294 0.8834 0.0967  0.030

Properties
2S+1   1
Highest occupied orbital energy   -8.87 eV
Molecular weight   135.17 g/mol
SMILES   C/C(O)=N/N.CCON



Version x
Formula: C4H13N3O2
Source: OMol25
Level of theory: ωB97M-V with the def2-TZVPD basis set

Last column: Löwdin charge in e.
Positions of all 22 atoms, in Å:
N: -3.1112 -1.7038 0.0076  -0.001
C: -1.6857 -1.4730 0.0930  -0.222
C: -1.3505 0.0919 -0.0280  -0.457
O: -1.1820 0.5381 -1.1658  0.082
O: -1.8989 0.7931 1.0064  0.064
H: -3.3080 -2.6941 0.1500  0.080
H: -3.4440 -1.3559 -0.8960  0.091
H: -1.2855 -1.8250 1.0478  0.109
H: -1.1512 -1.9810 -0.7130  0.103
H: -2.5508 0.2783 1.5205  0.118
C: 1.9239 -0.7653 -0.3835  -0.147
N: 2.0975 0.2908 0.5950  -0.113
C: 1.4606 1.6327 0.3689  -0.335
N: 1.6567 2.1819 -0.9409  0.009
H: 1.0971 -1.4010 -0.0520  0.045
H: 2.7923 -1.4321 -0.3678  0.067
H: 1.7679 -0.4191 -1.4091  0.081
H: 1.9911 -0.0142 1.5571  0.097
H: 1.9612 2.3086 1.0730  0.098
H: 0.4299 1.6508 0.7213  0.075
H: 1.1424 3.0515 -1.0366  0.078
H: 2.6475 2.2465 -1.1479  0.076

Properties
2S+1   1
Highest occupied orbital energy   -8.09 eV
Molecular weight   135.17 g/mol
SMILES   NCC(=O)O.CNCN



Version y
Formula: C4H13N3O2
Source: OMol25
Level of theory: ωB97M-V with the def2-TZVPD basis set

Last column: Löwdin charge in e.
Positions of all 22 atoms, in Å:
C: -0.9691 1.2302 -0.6254  -0.419
C: 0.2876 0.1759 -1.6774  -0.192
C: 1.5868 -0.6413 -1.6158  -0.172
N: -0.3385 1.9684 0.3700  0.083
O: -2.0883 0.5859 -0.2511  -0.027
H: -2.1172 0.4786 0.7468  0.076
H: -1.1848 1.8623 -1.4921  0.122
H: -0.1462 1.4701 1.2288  0.060
H: 0.4488 2.5101 0.0469  0.092
H: 0.5781 1.0847 -2.2207  0.058
H: -0.4183 -0.2905 -2.3697  0.072
H: 2.1359 -0.4113 -0.6988  0.061
H: 1.3513 -1.7037 -1.5576  0.055
H: 2.2043 -0.4766 -2.5052  0.072
C: -0.5637 -0.8633 1.8007  -0.654
N: -0.5581 -1.5560 0.6378  0.151
N: 0.6633 -0.7074 2.3995  0.160
O: -1.5466 -0.2247 2.2146  -0.003
H: 1.3928 -1.3650 2.1789  0.101
H: -1.4787 -1.6161 0.2213  0.105
H: 0.1063 -1.1969 -0.1577  0.090
H: 0.6541 -0.3133 3.3262  0.108

Properties
2S+1   1
Highest occupied orbital energy   -8.19 eV
Molecular weight   135.17 g/mol



Which structure is most stable? version y, by 30.4 kJ/mol over the runner-up.



Version w
Formula: C4H13N3O2
Source: OMol25
Level of theory: ωB97M-V with the def2-TZVPD basis set

Last column: Löwdin charge in e.
Positions of all 22 atoms, in Å:
C: -1.4071 0.9735 -1.0192  -0.263
C: -2.0847 1.2318 1.2886  -0.089
C: -0.3335 0.4189 -1.9444  -0.097
N: -1.1612 0.5854 0.3684  -0.268
O: -1.4079 -0.8310 0.4630  -0.070
H: -0.5557 -1.1992 0.7727  0.048
H: -2.4013 0.6287 -1.3421  0.117
H: -1.4026 2.0666 -1.0507  0.113
H: -1.9076 2.3082 1.2662  0.081
H: -1.8877 0.8618 2.2938  0.082
H: -3.1351 1.0287 1.0381  0.084
H: 0.6455 0.8155 -1.6720  0.062
H: -0.2962 -0.6666 -1.8699  0.057
H: -0.5442 0.6941 -2.9784  0.068
C: 1.7937 -0.2876 1.4210  -0.247
O: 1.1415 -1.3617 1.5962  -0.134
N: 2.0726 -1.7949 -0.5961  0.016
N: 2.7864 -2.7244 -0.6589  0.054
H: 3.8181 -2.6266 -0.6940  0.105
H: 1.2348 0.6244 1.1587  0.078
H: 2.6655 -0.0955 2.0758  0.089
H: 2.3668 -0.6502 0.0830  0.111

Properties
2S+1   1
Highest occupied orbital energy   -8.54 eV
Molecular weight   135.17 g/mol



Version x
Formula: C4H13N3O2
Source: OMol25
Level of theory: ωB97M-V with the def2-TZVPD basis set

Last column: Löwdin charge in e.
Positions of all 22 atoms, in Å:
C: -1.6182 -1.3921 1.4683  -0.061
C: 1.8320 -0.0380 0.0953  -0.022
N: -0.5764 -0.3642 1.3895  -0.206
C: 0.5358 -0.7544 -0.1214  -0.467
N: 0.1009 -0.0653 2.6039  0.049
O: 0.3980 -1.9121 -0.4005  0.053
H: -0.5744 0.1615 3.3351  0.084
H: 0.5981 -0.9063 2.8879  0.095
H: -2.1286 -1.4218 0.5077  0.094
H: -1.1410 -2.3556 1.6465  0.089
H: -2.3347 -1.1553 2.2582  0.083
H: 2.1068 0.4492 -0.8450  0.077
H: 1.7230 0.7536 0.8305  0.070
H: 2.5885 -0.7627 0.3861  0.088
C: 0.0515 1.3159 -3.0109  -0.115
N: 0.1402 1.4681 -1.5660  -0.168
O: -0.4976 0.3670 -0.9408  -0.221
H: -0.9537 0.4868 0.9028  0.146
H: -0.3869 2.2921 -1.2798  0.106
H: 0.4988 2.1970 -3.4742  0.076
H: -0.9795 1.2042 -3.3693  0.074
H: 0.6176 0.4326 -3.3038  0.078

Properties
2S+1   1
Highest occupied orbital energy   -8.17 eV
Molecular weight   135.17 g/mol



Which structure is most stable? version x, by 242.7 kJ/mol over the runner-up.